This record from the Open Molecules 2025 dataset describes a molecular structure, C53H66Br2Cl2N5O2RbS. The level of theory is wB97M-V/def2-TZVPD.

For the molar mass, the calculation gives 1153.4 g/mol. The calculation puts the total energy at -8974.2418 Ha. The maximum force comes out at 0.8 eV/Å. The value obtained for the HOMO-LUMO gap is 4.800 eV. Its LUMO energy is 3.56 eV. The HOMO energy is -1.239 eV. As for the charge: -2.

Last column: Löwdin charge in e.
Atoms and positions in Å:
Rb  0.14542  -0.01691  -0.21571  0.7492
C  6.37967  0.32453  -3.29094  -0.0986
C  5.51909  -0.76321  -2.63506  -0.2156
C  4.05630  -0.44238  -2.70159  -0.1607
C  3.15970  -0.84530  -3.64431  -0.1454
C  3.38375  -1.73740  -4.82745  -0.1992
C  2.86267  -3.15917  -4.58109  -0.0826
C  1.87446  -0.24853  -3.26390  -0.2688
N  2.01750  0.46134  -2.13278  0.0220
C  3.31008  0.40339  -1.76594  -0.2720
C  3.85482  1.09734  -0.67895  0.0328
C  3.17810  1.92555  0.22594  -0.2666
C  3.79089  2.61240  1.36940  -0.1532
C  5.24880  2.62546  1.71468  -0.2113
C  6.06359  3.51978  0.77165  -0.0997
C  2.77238  3.23112  2.02772  -0.1459
C  1.55458  2.94497  1.25806  -0.2586
C  0.28812  3.46759  1.55416  0.0439
C  -0.91090  3.30028  0.85291  -0.2535
N  -1.07341  2.51351  -0.22433  0.0507
C  -2.34071  2.64925  -0.64862  -0.2581
C  -2.87360  2.01144  -1.77563  0.0091
C  -2.18576  1.22229  -2.70394  -0.3250
N  -0.87398  0.93052  -2.64275  0.0389
C  -0.57197  0.16721  -3.70881  -0.2621
C  0.68559  -0.37538  -3.99477  0.0422
C  -1.77637  -0.06132  -4.51893  -0.1430
C  -2.78634  0.58999  -3.88299  -0.1580
C  -4.23158  0.67017  -4.26866  -0.2009
C  -4.56373  1.99110  -4.97608  -0.0940
C  -1.83305  -0.85190  -5.78863  -0.2014
C  -1.38307  -0.02930  -7.00251  -0.0974
C  -3.06594  3.57612  0.22760  -0.1411
C  -2.17176  3.98330  1.16846  -0.1395
C  -2.39507  4.93232  2.30422  -0.2033
C  -1.94367  6.36218  1.97835  -0.0982
C  -4.48455  4.01728  0.04198  -0.2009
C  -4.61953  5.05401  -1.08115  -0.0966
N  1.85331  2.15529  0.21200  0.0445
C  2.81384  3.94644  3.34310  -0.2071
C  2.42027  2.99532  4.48287  -0.0887
H  7.44736  0.11466  -3.17575  0.0595
H  6.16490  1.29332  -2.83740  0.0663
H  6.15230  0.39665  -4.35601  0.0687
H  5.82632  -0.87767  -1.59132  0.1000
H  5.70919  -1.71943  -3.13275  0.0971
H  4.44887  -1.78272  -5.07474  0.0957
H  2.87446  -1.31087  -5.69696  0.1018
H  3.40748  -3.62242  -3.75700  0.0437
H  2.98100  -3.78770  -5.46869  0.0664
H  1.80925  -3.13918  -4.30095  0.0729
H  4.92422  0.97887  -0.52030  0.0915
H  5.65767  1.60996  1.67180  0.0980
H  5.37834  2.97502  2.74281  0.0950
H  5.95882  3.17711  -0.25835  0.0602
H  7.12570  3.50911  1.03518  0.0593
H  5.70628  4.54986  0.81895  0.0721
H  0.23784  4.12033  2.42099  0.0901
H  -3.93694  2.15176  -1.95061  0.0926
H  0.75043  -0.96373  -4.90502  0.0897
H  -4.85480  0.57594  -3.37431  0.1008
H  -4.48495  -0.16765  -4.92464  0.0959
H  -4.29892  2.83160  -4.33341  0.0619
H  -5.62780  2.05987  -5.22213  0.0604
H  -3.98608  2.07958  -5.89769  0.0620
H  -2.85037  -1.21568  -5.96049  0.0961
H  -1.19211  -1.73262  -5.69575  0.1019
H  -2.01922  0.84971  -7.12220  0.0609
H  -1.43017  -0.61898  -7.92307  0.0593
H  -0.35806  0.31824  -6.86538  0.0683
H  -1.85422  4.57972  3.18649  0.1027
H  -3.45595  4.94980  2.57004  0.0950
H  -0.89279  6.36889  1.68597  0.0687
H  -2.06997  7.02302  2.84127  0.0592
H  -2.52815  6.76625  1.14954  0.0598
H  -4.86495  4.44545  0.97371  0.0941
H  -5.11296  3.15325  -0.19461  0.1025
H  -4.04593  5.95097  -0.84049  0.0624
H  -5.66454  5.34126  -1.23308  0.0598
H  -4.22732  4.64964  -2.01484  0.0611
H  2.12435  4.79487  3.32379  0.0965
H  3.81161  4.35242  3.53361  0.0943
H  1.44431  2.55271  4.27900  0.0743
H  2.37554  3.51083  5.44674  0.0614
H  3.14231  2.18023  4.56037  0.0678
C  3.76187  -1.50196  2.64356  -0.0149
C  2.70071  -1.50161  3.69700  -0.3290
C  3.03939  -1.55132  5.06299  -0.0350
C  2.04902  -1.54277  6.00170  -0.0525
C  0.69844  -1.49194  5.60042  -0.2082
C  -0.39794  -1.53183  6.48272  -0.6463
Br  -0.12126  -1.62670  8.38107  0.6575
C  -1.68782  -1.52410  6.01791  -0.2154
C  -1.92898  -1.47090  4.65638  -0.6073
Br  -3.73562  -1.49619  4.04626  0.6921
C  -0.92641  -1.39565  3.64880  -0.4557
O  -1.19762  -1.34696  2.43005  -0.1307
C  0.44587  -1.41879  4.19655  -0.1189
N  1.44982  -1.42936  3.29867  0.1662
H  4.65737  -2.03758  2.96645  0.0804
H  4.02821  -0.47209  2.41464  0.0771
H  3.38163  -1.92842  1.71654  0.0420
H  4.08221  -1.60736  5.35324  0.1022
H  2.28408  -1.60113  7.05660  0.0640
H  -2.51912  -1.56661  6.70822  0.0825
Cl  -2.52136  -1.23450  -0.79081  0.5896
C  -3.92063  -2.29309  -0.68654  -0.9647
Cl  -3.88982  -3.57325  -1.92181  0.4964
H  -4.81628  -1.70774  -0.85559  0.0229
H  -3.92559  -2.76985  0.28716  0.0223
C  3.87892  -5.70813  -1.90307  -0.1187
C  3.74674  -5.11156  -0.50197  -0.2833
C  3.40357  -3.62454  -0.51831  -0.3200
S  1.58307  -3.32697  -0.62242  0.9062
O  1.05238  -4.40270  -1.50097  -0.5297
C  1.20472  -3.84231  1.11503  -0.3225
C  0.09100  -4.88263  1.14332  -0.2843
C  -1.26167  -4.34580  0.68014  -0.1191
H  4.09795  -6.77726  -1.84775  0.0650
H  4.68770  -5.22337  -2.45600  0.0676
H  2.94709  -5.57034  -2.44752  0.0558
H  4.68165  -5.25875  0.04579  0.1033
H  2.96743  -5.65836  0.03570  0.0946
H  3.83925  -3.11662  -1.38196  0.0721
H  3.73468  -3.11478  0.38686  0.0543
H  0.92060  -2.92181  1.63053  0.0542
H  2.11005  -4.24214  1.57364  0.0825
H  0.01079  -5.26298  2.16561  0.1080
H  0.38141  -5.71740  0.49853  0.0931
H  -1.53351  -3.45346  1.24510  0.0527
H  -2.03970  -5.10226  0.81409  0.0737
H  -1.21468  -4.09297  -0.37958  0.0435